Record 1
Formula: CH8N3
Source: the Open Molecules 2025 dataset
Level of theory: ωB97M-V/def2-TZVPD

Structure (XYZ):
```
12
Properties=species:S:1:pos:R:3:forces:R:3:nbo_charge:R:1
N -0.419 0.449 -2.144 -1.460 1.416 -0.678 -1.149
H 0.122 1.298 -2.038 0.846 -0.871 0.944 0.394
H 1.567 -0.610 -0.039 -0.639 -0.176 0.137 0.446
H -0.205 -0.496 -1.909 1.094 -0.007 -0.041 0.373
H -0.683 0.544 -3.114 -0.450 -0.694 -0.086 0.394
N -0.977 0.005 1.066 -0.749 -0.893 -2.968 -0.752
C 0.290 -0.022 1.520 -3.661 -0.043 -0.040 0.380
N 1.380 -0.495 0.954 0.140 0.603 1.088 -0.721
H -1.752 -0.338 1.660 0.883 1.218 0.272 0.449
H -1.275 -0.007 0.085 0.572 -0.408 -0.169 0.438
H -0.123 0.571 2.372 3.292 -1.017 1.806 0.295
H 2.074 -0.898 1.587 0.131 0.873 -0.264 0.452
```
Positions in Å, forces in eV/Å.

Calculated values
ΔE to the lowest compared entry with this formula, charge and spin: 294.3 kJ/mol
E_LUMO: -4.9 eV
total energy: -5628.6102 eV
total charge: +1

Record 2
Formula: CH2F2N
Source: the Open Molecules 2025 dataset
Level of theory: ωB97M-V/def2-TZVPD

Structure (XYZ):
```
6
Properties=species:S:1:pos:R:3:forces:R:3:nbo_charge:R:1
C -0.840 0.319 0.009 7.090 9.157 7.841 0.307
N -1.374 -0.580 -0.447 -6.718 -9.784 -6.783 0.284
F -1.819 -1.606 -0.938 -0.495 -1.292 -0.317 0.123
F 1.831 0.135 0.402 1.252 0.623 0.575 -0.585
H -0.453 1.261 0.209 0.231 1.902 -0.698 0.277
H 2.655 0.470 0.765 -1.362 -0.607 -0.619 0.595
```
Positions in Å, forces in eV/Å.

Calculated values
E_LUMO (spin up / spin down): -5.7 / -12.1 eV
spin multiplicity: 3
total energy: -7974.7057 eV
<S²>: 2.00
total charge: +1

Record 3
Formula: C6H9N2O2
Source: the Open Molecules 2025 dataset
Level of theory: ωB97M-V/def2-TZVPD

Structure (XYZ):
```
19
Properties=species:S:1:pos:R:3:forces:R:3:nbo_charge:R:1
C 0.435 -3.931 -0.187 -0.238 0.546 -0.592 -0.737
C 0.580 -2.567 -0.894 0.119 -0.340 -0.114 0.775
O -0.470 -2.106 -1.437 -0.091 0.194 0.123 -0.822
O 1.706 -2.049 -0.858 -0.008 0.206 -0.062 -0.755
H 0.958 -4.684 -0.778 0.088 -0.049 0.156 0.202
H -0.626 -4.175 -0.140 0.106 -0.179 0.294 0.200
H 0.909 -3.796 0.778 -0.033 -0.400 0.287 0.209
C 0.369 3.700 0.633 0.601 0.386 0.681 -0.622
C -1.511 0.687 0.711 -0.497 -0.227 0.168 0.162
C 0.179 1.383 -0.441 0.198 -0.268 -0.320 -0.104
C -0.184 2.334 0.464 -0.597 0.131 -0.143 0.048
N -0.679 0.334 -0.272 0.130 -0.166 -0.173 -0.518
N -1.265 1.885 1.186 -0.084 0.356 0.304 -0.514
H -0.662 -0.598 -0.746 0.272 0.073 -0.254 0.473
H -2.312 0.030 1.020 0.080 0.092 0.130 0.177
H 0.951 1.352 -1.187 0.132 -0.019 0.006 0.214
H 0.485 3.947 1.697 0.023 -0.215 -0.058 0.207
H -0.238 4.528 0.248 -0.013 -0.356 -0.325 0.200
H 1.376 3.728 0.202 -0.187 0.235 -0.107 0.205
```
Positions in Å, forces in eV/Å.

Calculated values
ΔE to the lowest compared entry with this formula, charge and spin: 13.4 kJ/mol
E_LUMO: 3.8 eV
total energy: -13445.6244 eV
total charge: -1

Number 1: largest force on an atom 0.07565 Eh/bohr. Number 2: largest force on an atom 0.27199 Eh/bohr. Number 3: largest force on an atom 0.01919 Eh/bohr.